Entry from the Open Molecules 2025 dataset: a molecular structure, C29H40HfNO2SSb at a distorted geometry (ωB97M-V/def2-TZVPD).

Cartesian coordinates (Å):
Hf -1.3665 0.1511 0.4126
C 2.6622 -1.0247 -3.2140
C 3.8330 -0.2225 -2.7312
C 4.9035 0.0146 -3.5496
C 5.9312 0.8004 -3.1149
C 6.0767 1.1235 -1.7477
C 5.0460 0.7195 -0.8904
C 3.9194 0.1260 -1.3971
Sb 2.5893 -0.1178 0.2991
C 0.7362 -0.7484 -0.7277
C 0.1040 0.2031 -1.5971
C -0.9356 -0.1082 -2.4937
C -1.3903 -1.4199 -2.5931
C -0.8161 -2.3406 -1.6535
C 0.1919 -2.0445 -0.7274
C 0.8092 -3.1415 0.0344
C 1.8904 1.9604 0.6252
C 1.5754 2.1642 1.9415
C 1.1471 3.4410 2.3959
C 1.3271 4.4978 1.4948
C 1.5848 4.2811 0.1556
C 1.9912 3.0207 -0.2974
C 2.5890 2.8622 -1.6401
H 2.4264 -1.8685 -2.7141
H 2.8831 -1.2999 -4.2606
H 1.7965 -0.3421 -3.4632
H 4.9369 -0.3378 -4.5831
H 6.6672 1.1169 -3.8375
H 6.9537 1.6505 -1.4104
H 5.0708 1.0202 0.1311
H 0.4576 1.2198 -1.6933
H -1.3733 0.6818 -3.1138
H -2.2110 -1.6530 -3.2630
H -1.0816 -3.3895 -1.6849
H 0.0196 -3.8977 0.3100
H 1.1633 -2.8052 1.0007
H 1.6369 -3.6712 -0.5019
H 1.5938 1.3653 2.6638
H 0.8312 3.4720 3.4476
H 1.0809 5.4937 1.9115
H 1.6492 5.1217 -0.5018
H 2.4288 1.8720 -2.0556
H 3.6280 3.0089 -1.6589
H 2.1569 3.6258 -2.3430
C -5.1648 1.1717 0.5674
C -4.7450 -0.2650 0.2252
C -5.7776 -0.8788 -0.6627
C -3.3591 -0.5403 -0.4101
H -6.0770 1.1645 1.1704
H -5.3517 1.7032 -0.3837
H -4.4093 1.7557 1.0487
H -4.7995 -0.8899 1.1392
H -5.6372 -0.4474 -1.6516
H -6.8107 -0.7992 -0.3427
H -5.5396 -1.9322 -0.8304
H -3.3285 -0.0081 -1.3809
H -3.4145 -1.6020 -0.6376
O -1.3739 1.5881 2.0245
S -1.3984 2.8655 1.1701
N -1.4220 2.4172 -0.2231
C 0.5966 -1.6258 3.7257
C -0.6726 -0.8663 3.3379
O -1.3132 -1.3153 2.0315
C -1.9710 -2.5808 2.1705
C -2.8894 -2.6894 3.3695
H 0.8661 -1.5080 4.8168
H 1.5091 -1.3856 3.1590
H 0.4373 -2.7257 3.4627
H -0.3602 0.1452 3.1922
H -1.4453 -0.9402 4.0863
H -1.2805 -3.3958 2.2046
H -2.5867 -2.6042 1.2874
H -2.3040 -2.7451 4.3028
H -3.3895 -3.6747 3.1921
H -3.7023 -1.9728 3.4740

Atomic forces in eV per Å
-0.9 0.3 -0.4
0.2 3.8 -4.2
-1.0 -1.7 0.8
-0.2 0.4 -1.1
1.4 0.5 1.3
-0.8 -0.5 -1.1
1.1 1.0 -0.8
-0.6 -0.2 0.9
0.0 0.3 -0.3
-0.7 1.4 -0.6
0.2 -0.3 -0.5
0.1 0.1 0.1
1.0 -0.5 1.9
-0.8 0.1 -1.3
0.2 0.8 -1.1
-0.6 -1.8 1.0
1.2 -1.4 -0.9
-1.2 1.4 0.8
1.4 -1.5 -0.4
-1.9 0.7 1.6
1.2 -0.4 0.2
-0.5 0.3 0.9
-2.2 0.7 -1.5
-0.9 -2.5 1.9
0.2 -0.4 0.4
0.5 -0.8 0.9
-0.3 0.1 0.3
0.3 0.0 0.1
0.0 0.1 0.2
0.3 0.1 0.9
0.2 0.1 0.4
0.3 -0.3 0.2
0.3 -0.4 0.1
-0.5 0.0 -0.1
0.9 0.4 -0.6
0.5 0.2 0.1
-0.7 0.6 0.3
0.0 -0.4 0.1
0.2 0.7 -0.6
0.3 -0.4 -0.7
0.0 0.4 -0.4
-0.1 0.1 -0.1
1.5 0.3 0.3
0.3 -0.7 0.6
0.0 -0.3 -1.2
0.0 -0.3 1.7
0.2 -0.7 -1.3
0.0 1.3 0.8
0.2 0.1 -0.1
-0.2 -0.1 0.4
0.6 0.3 0.7
0.3 0.5 0.1
-0.5 0.3 -0.3
0.0 0.2 0.1
-0.2 -0.2 0.2
-0.1 -0.1 0.0
0.5 -0.2 -0.2
-0.4 -1.1 0.6
-0.3 0.7 0.3
0.0 -0.9 -1.1
0.0 -2.1 -0.2
1.2 -0.3 -0.1
1.6 1.5 1.2
-1.9 0.2 0.0
0.0 -1.3 0.3
-0.7 -0.2 -1.2
-0.5 0.5 0.0
0.3 1.1 0.9
-0.5 0.7 -0.1
-0.1 0.2 0.0
0.7 -0.3 -0.2
-0.1 -0.5 -0.5
-0.5 -0.2 -0.3
0.4 0.6 0.5
0.3 0.3 -0.3

## Properties
Kohn-Sham gap = 0.23592 hartree
Energy relative to the best compared isomer or geometry (same formula, charge and spin) = 0.8091 eV
Multiplicity = 1
Total charge = +2
E_HOMO = -13.750 eV
Energy = -2020.0924 hartree